# 1
Here is a structure of composition C53H35Cl2N4O4W in a non-equilibrium geometry from the Open Molecules 2025 dataset. Energies are from the ωB97M-V functional and the def2-TZVPD basis.

## Properties
HOMO level (alpha / beta) = -9.743 / -10.116 eV
Maximum force = 0.032 Eh/bohr
E_tot = -96540.9981 eV
Energy above the lowest of the compared OMol25 structures with the same formula, charge and spin = 6.089 eV
⟨S²⟩ = 2.08
Kohn-Sham gap (alpha / beta) = 5.291 / 5.749 eV
LUMO (alpha / beta) = -4.45 / -4.37 eV

The geometry in ORCA input format:
```
! wB97M-V def2-TZVPD RIJCOSX def2/J DEFGRID3
* xyz 1 3
W 0.882 -0.041 1.092
C 0.227 -7.677 2.553
C 0.904 -7.083 1.499
C 0.926 -5.704 1.371
C 0.308 -4.893 2.330
C -0.406 -5.506 3.367
C -0.445 -6.885 3.475
C 0.405 -3.436 2.180
C 0.440 -2.516 3.180
C 0.320 -2.744 4.605
C 0.069 -1.564 5.192
C 0.142 -0.556 4.158
N 0.439 -1.093 2.966
C -0.085 0.827 4.423
C 0.456 1.755 3.594
C 0.603 3.189 3.827
C 1.562 3.632 3.003
C 2.059 2.488 2.241
C 3.284 2.384 1.626
C 4.187 3.554 1.478
C 4.710 4.216 2.585
C 5.553 5.305 2.413
C 5.878 5.737 1.136
C 5.363 5.078 0.028
C 4.522 3.988 0.197
C 3.772 1.096 1.277
N 2.966 0.042 1.133
C 3.735 -1.087 0.958
C 3.076 -2.225 0.616
C 3.788 -3.507 0.457
C 3.688 -4.285 -0.697
C 4.331 -5.509 -0.765
C 5.062 -5.980 0.320
C 5.173 -5.209 1.466
C 4.545 -3.973 1.532
C 1.634 -2.084 0.329
C -1.048 -0.785 0.585
C -0.995 -2.113 0.636
C 0.323 -2.789 0.838
N 1.057 -3.130 -0.320
C 5.124 -0.690 1.003
C 5.148 0.656 1.167
N 1.241 1.405 2.510
C -0.742 1.242 5.695
C -2.114 1.468 5.733
C -2.723 1.866 6.915
C -1.965 2.037 8.064
C -0.595 1.815 8.030
C 0.016 1.421 6.849
H 0.200 -8.754 2.644
H 1.410 -7.693 0.762
H 1.444 -5.253 0.537
H -0.989 -4.913 4.056
H -1.020 -7.343 4.269
H 0.434 -3.698 5.090
H -0.107 -1.357 6.235
H 0.062 3.738 4.580
H 1.965 4.629 2.932
H 4.469 3.867 3.583
H 5.957 5.815 3.278
H 6.536 6.585 1.003
H 5.613 5.413 -0.969
H 4.109 3.477 -0.666
H 3.119 -3.923 -1.542
H 4.259 -6.101 -1.667
H 5.543 -6.948 0.269
H 5.744 -5.567 2.312
H 4.615 -3.375 2.433
H -2.013 -0.307 0.456
H -1.841 -2.794 0.549
H 5.966 -1.357 0.911
H 6.009 1.303 1.223
H -2.703 1.334 4.833
H -3.789 2.045 6.937
H -2.440 2.344 8.986
H 0.000 1.955 8.923
H 1.086 1.256 6.818
Cl -1.987 2.613 1.015
C -2.894 2.704 -0.510
Cl -2.193 1.706 -1.785
H -2.883 3.737 -0.835
H -3.902 2.360 -0.317
O 1.671 0.099 -1.297
C 1.383 1.302 -1.168
O 0.882 1.668 -0.030
C 1.554 2.315 -2.217
C 1.035 3.592 -2.044
C 1.150 4.556 -3.046
C 1.797 4.172 -4.196
O 2.034 4.918 -5.303
C 2.688 4.054 -6.241
O 2.932 2.811 -5.583
C 2.329 2.899 -4.363
C 2.226 1.941 -3.395
H 0.533 3.830 -1.116
H 0.756 5.555 -2.930
H 3.636 4.499 -6.540
H 2.033 3.894 -7.099
H 2.631 0.946 -3.514
*
```

***

# 2
Here is the molecule C4H5NO2 in a non-equilibrium geometry from the Open Molecules 2025 dataset. Energies are from the ωB97M-V functional and the def2-TZVPD basis.

## Properties
HOMO level = -9.046 eV
Maximum force = 0.024 Eh/bohr
E_tot = -9810.4063 eV
Energy above the lowest of the compared OMol25 structures with the same formula, charge and spin = 3.908 eV
Kohn-Sham gap = 9.154 eV
LUMO = 0.11 eV

The geometry in ORCA input format:
```
! wB97M-V def2-TZVPD RIJCOSX def2/J DEFGRID3
* xyz 0 1
O -2.522 0.817 0.107
C -1.556 0.077 0.086
C -0.576 -0.028 -0.959
C 0.539 0.784 0.797
N 1.591 -0.073 0.568
C 1.422 -0.984 -0.283
O 0.291 -1.107 -1.021
H -1.175 -0.466 0.971
H -0.834 0.289 -1.983
H 0.637 1.825 0.532
H 0.142 0.680 1.828
H 2.174 -1.720 -0.534
*
```

***

# 3
Here is a cluster of 2 separate species, CH4N3O2 in total in a non-equilibrium geometry from the Open Molecules 2025 dataset. Energies are from the ωB97M-V functional and the def2-TZVPD basis.

## Properties
HOMO level (alpha / beta) = -2.974 / -2.973 eV
Maximum force = 0.037 Eh/bohr
E_tot = -9662.9073 eV
Energy above the lowest of the compared OMol25 structures with the same formula, charge and spin = 4.013 eV
Kohn-Sham gap (alpha / beta) = 7.471 / 7.470 eV
LUMO (alpha / beta) = 4.50 / 4.50 eV

The geometry in ORCA input format:
```
! wB97M-V def2-TZVPD RIJCOSX def2/J DEFGRID3
* xyz -1 1
C 0.322 -1.110 -0.412
N -1.147 -0.380 1.250
N 0.018 1.655 -0.457
N -0.401 -0.103 0.268
O 1.042 1.462 -1.213
O -1.733 0.518 1.898
H 0.931 -1.714 0.270
H -0.333 -1.770 -0.989
H 0.977 -0.550 -1.100
H 0.324 1.994 0.484
*
```

***

# 4
Here is a cluster of 13 separate species, C5H35NO15 in total in a non-equilibrium geometry from the Open Molecules 2025 dataset. Energies are from the ωB97M-V functional and the def2-TZVPD basis.

## Properties
HOMO level = -9.821 eV
Maximum force = 0.021 Eh/bohr
E_tot = -37958.1621 eV
Energy above the lowest of the compared OMol25 structures with the same formula, charge and spin = 0.726 eV
Kohn-Sham gap = 10.080 eV
LUMO = 0.26 eV

The geometry in ORCA input format:
```
! wB97M-V def2-TZVPD RIJCOSX def2/J DEFGRID3
* xyz 0 1
O -0.744 0.344 2.137
C 0.517 0.253 1.763
O 1.251 1.483 2.094
C 0.873 0.023 0.265
C -0.363 -0.216 -0.626
C -0.375 -1.555 -1.297
C 0.028 -1.793 -2.525
N -0.851 -2.648 -0.442
H 0.997 1.850 2.946
H 1.549 -0.824 0.208
H 1.387 0.884 -0.137
H -1.274 -0.065 -0.054
H -0.410 0.524 -1.420
H 0.000 -2.761 -3.004
H 0.375 -0.976 -3.145
H -1.593 -2.328 0.196
H -1.285 -3.362 -1.019
H -2.595 2.775 1.563
H -1.268 2.046 1.709
O -1.650 2.879 1.357
H 4.441 1.504 1.690
H 2.916 1.266 1.505
O 3.753 1.438 1.024
H 1.231 -2.564 1.719
H 0.863 -0.838 3.386
O 1.216 -0.780 2.490
H 4.019 -3.537 -0.844
H 3.765 -2.026 -0.486
O 3.530 -2.957 -0.257
H -0.005 3.640 -1.096
H -1.214 3.101 -0.318
O -0.873 3.205 -1.226
H -3.788 -0.141 1.810
H -2.481 0.631 1.778
O -3.422 0.707 1.502
H 4.019 0.204 -0.255
H 3.393 0.010 -1.675
O 4.013 -0.374 -1.054
H 2.083 -3.295 0.674
H -0.045 -3.063 0.118
O 1.218 -3.358 1.148
H -3.478 0.835 -0.230
H -2.785 1.463 -1.450
O -3.451 0.803 -1.215
H -2.122 -2.383 2.792
H -1.551 -1.062 2.129
O -2.168 -1.847 1.994
H -3.146 -0.880 -1.633
H -3.815 -2.022 -2.426
O -3.092 -1.852 -1.815
H -1.533 1.751 -3.879
H -0.687 2.228 -2.674
O -0.669 1.652 -3.469
H 1.352 3.787 0.508
H 2.425 3.974 -0.509
O 1.520 4.249 -0.329
*
```

***

# 5
Here is a structure of composition C8H10IN2O4 in a non-equilibrium geometry from the Open Molecules 2025 dataset. Energies are from the ωB97M-V functional and the def2-TZVPD basis.

## Properties
HOMO level = -4.399 eV
Maximum force = 0.111 Eh/bohr
E_tot = -27726.3393 eV
Energy above the lowest of the compared OMol25 structures with the same formula, charge and spin = 2.821 eV
Kohn-Sham gap = 7.244 eV
LUMO = 2.84 eV

The geometry in ORCA input format:
```
! wB97M-V def2-TZVPD RIJCOSX def2/J DEFGRID3
* xyz -1 1
C 0.277 2.110 -0.559
C -0.567 1.169 0.126
C 0.122 1.905 -1.905
C -1.025 -0.172 3.991
C -0.288 -2.244 0.097
C 2.030 -1.464 -0.294
C 0.803 -1.766 0.620
C -0.659 0.802 1.408
N -1.251 0.441 -0.852
N -1.408 0.714 2.416
O -1.936 0.060 4.700
O 0.502 2.579 -2.880
O 0.035 -0.633 3.791
O -0.750 0.726 -2.181
I 0.119 1.174 -5.736
H 1.169 2.645 -0.372
H -0.650 -2.282 -0.852
H -1.286 -0.617 -0.639
H -1.004 -2.556 0.951
H 2.318 -2.458 -0.600
H 2.849 -0.876 0.113
H 1.615 -0.787 -1.092
H 0.958 -1.727 1.654
H 0.289 2.001 -4.290
H -2.262 1.258 2.385
*
```

***

# 6
Here is a structure of composition C11H23IrN2O4P2 in a non-equilibrium geometry from the Open Molecules 2025 dataset. Energies are from the ωB97M-V functional and the def2-TZVPD basis.

## Properties
HOMO level (alpha / beta) = -17.752 / -19.267 eV
Maximum force = 0.110 Eh/bohr
E_tot = -44328.7085 eV
Energy above the lowest of the compared OMol25 structures with the same formula, charge and spin = 2.134 eV
⟨S²⟩ = 8.77
Kohn-Sham gap (alpha / beta) = 6.748 / 3.833 eV
LUMO (alpha / beta) = -11.00 / -15.43 eV

The geometry in ORCA input format:
```
! wB97M-V def2-TZVPD RIJCOSX def2/J DEFGRID3
* xyz 3 6
Ir -0.306 -0.856 1.476
P 1.824 -0.791 1.066
C 2.176 -0.999 -0.727
C 0.968 -1.625 -1.386
N -0.219 -1.513 -0.772
C -1.355 -1.550 -1.496
C -1.353 -2.201 -2.730
C -0.143 -2.634 -3.281
C 1.034 -2.300 -2.607
C -2.534 -0.781 -0.929
P -1.854 0.412 0.315
H 2.019 -2.499 -3.022
H -2.317 -2.373 -3.201
H -0.121 -3.190 -4.226
H -3.076 -0.232 -1.712
H -3.228 -1.464 -0.417
H 2.360 0.027 -1.107
H 3.065 -1.633 -0.828
H 1.020 3.751 -0.836
O 1.572 2.983 -1.153
H 2.136 3.315 -1.877
H -0.211 4.628 1.110
O -0.234 4.543 0.130
H -0.962 5.106 -0.172
C -1.215 1.803 -0.621
H -1.948 2.101 -1.381
H -1.014 2.642 0.054
H -0.263 1.554 -1.094
C -3.173 0.977 1.412
H -2.805 1.870 1.933
H -4.072 1.198 0.825
H -3.374 0.189 2.151
C 2.354 -2.349 1.864
H 3.249 -2.719 1.359
H 2.540 -2.144 2.925
H 1.527 -3.067 1.775
C 2.804 0.583 1.657
H 2.450 0.826 2.669
H 3.860 0.272 1.670
H 2.638 1.443 0.991
O -1.100 -0.593 4.377
N -0.968 -0.911 3.223
O -1.749 -1.797 2.592
*
```

***

# 7
Here is the molecule C3HBr2F3O in a non-equilibrium geometry from the Open Molecules 2025 dataset. Energies are from the ωB97M-V functional and the def2-TZVPD basis.

## Properties
HOMO level = -11.159 eV
Maximum force = 0.039 Eh/bohr
E_tot = -153410.8166 eV
Energy above the lowest of the compared OMol25 structures with the same formula, charge and spin = 0.000 eV
SMILES string = O=C(C(F)F)C(F)(Br)Br
Kohn-Sham gap = 10.101 eV
LUMO = -1.06 eV

The geometry in ORCA input format:
```
! wB97M-V def2-TZVPD RIJCOSX def2/J DEFGRID3
* xyz 0 1
C -0.077 0.154 0.635
C 1.287 -0.306 0.126
C -1.133 0.336 -0.418
O -0.345 0.237 1.792
F 2.324 0.572 0.393
F 1.585 -1.441 0.804
F -0.664 0.374 -1.679
Br -2.202 -1.294 -0.602
Br -2.107 1.940 -0.143
H 1.330 -0.571 -0.908
*
```

***

# 8
Here is a cluster of 2 separate species, C4H10NO2 in total in a non-equilibrium geometry from the Open Molecules 2025 dataset. Energies are from the ωB97M-V functional and the def2-TZVPD basis.

## Properties
HOMO level (alpha / beta) = -13.073 / -13.073 eV
Maximum force = 0.086 Eh/bohr
E_tot = -9880.8230 eV
Energy above the lowest of the compared OMol25 structures with the same formula, charge and spin = 8.765 eV
Kohn-Sham gap (alpha / beta) = 8.991 / 8.990 eV
LUMO (alpha / beta) = -4.08 / -4.08 eV

The geometry in ORCA input format:
```
! wB97M-V def2-TZVPD RIJCOSX def2/J DEFGRID3
* xyz 1 1
C 1.058 -1.944 0.130
C 2.627 -0.035 -0.446
C -2.033 0.443 -0.054
C -0.678 0.076 0.425
N -0.137 -1.167 -0.238
O 3.341 0.422 0.481
O 0.324 0.999 -0.021
H 1.584 -1.531 1.131
H 2.367 0.535 -1.343
H -2.785 -0.237 0.213
H -1.861 0.510 -1.108
H -2.425 1.426 0.310
H -0.464 -0.056 1.494
H -0.819 -1.953 -0.226
H -0.098 -1.086 -1.232
H 3.882 1.334 0.573
H -0.075 1.953 -0.038
*
```

***

# 9
Here is the molecule CH4N2O2 in a non-equilibrium geometry from the Open Molecules 2025 dataset. Energies are from the ωB97M-V functional and the def2-TZVPD basis.

## Properties
HOMO level (alpha / beta) = -4.413 / -9.950 eV
Maximum force = 0.161 Eh/bohr
E_tot = -8169.5123 eV
Energy above the lowest of the compared OMol25 structures with the same formula, charge and spin = 3.306 eV
⟨S²⟩ = 2.01
Kohn-Sham gap (alpha / beta) = 4.987 / 7.317 eV
LUMO (alpha / beta) = 0.57 / -2.63 eV

The geometry in ORCA input format:
```
! wB97M-V def2-TZVPD RIJCOSX def2/J DEFGRID3
* xyz 0 3
C -1.062 -0.650 -0.006
N 0.527 1.172 0.073
N 0.193 -0.182 0.092
O -2.032 0.069 -0.010
O 1.284 -1.036 0.076
H -1.083 -1.747 -0.075
H -0.193 1.666 -0.450
H 0.553 1.552 1.019
H 1.812 -0.845 -0.717
*
```

***

# 10
Here is the molecule C5H11N in a non-equilibrium geometry from the Open Molecules 2025 dataset. Energies are from the ωB97M-V functional and the def2-TZVPD basis.

## Properties
HOMO level = -9.039 eV
Maximum force = 0.048 Eh/bohr
E_tot = -6851.7603 eV
Energy above the lowest of the compared OMol25 structures with the same formula, charge and spin = 1.768 eV
SMILES string = CC[C@H]1N[C@H]1C
Kohn-Sham gap = 10.179 eV
LUMO = 1.14 eV

The geometry in ORCA input format:
```
! wB97M-V def2-TZVPD RIJCOSX def2/J DEFGRID3
* xyz 0 1
C 2.219 -0.154 -0.381
C 1.064 -0.701 0.396
C 0.087 0.403 0.749
C -1.270 0.372 0.215
C -1.880 -0.896 -0.331
H 1.868 0.243 -1.351
H 3.044 -0.914 -0.514
H 2.664 0.722 0.007
H 0.598 -1.472 -0.233
H 1.293 -1.181 1.301
H 0.418 1.042 1.563
H -0.015 0.995 -1.327
H -1.841 0.937 0.940
H -1.571 -1.092 -1.340
H -1.705 -1.713 0.385
H -2.990 -0.846 -0.290
N -0.440 1.305 -0.432
*
```